(1)
A cluster of 13 separate species, H25O13 in total in a non-equilibrium geometry. Source: the Open Molecules 2025 dataset; level of theory: wB97M-V/def2-TZVPD.

The geometry in XYZ format:
```
38
Properties=species:S:1:pos:R:3
O 1.415 -0.598 -1.853
H 1.548 -1.994 -1.167
H -1.401 -3.401 -2.163
O -0.835 -0.872 -0.731
H -1.126 -0.313 -1.450
H 1.010 -3.326 -1.356
O 2.083 1.526 -0.507
H 1.441 0.737 -3.309
O 2.888 2.594 1.595
H 2.749 2.295 0.607
H 3.701 2.105 1.685
O -1.568 -2.931 2.621
H 2.423 -0.894 -2.071
H -1.203 -2.153 2.880
O 0.065 2.117 1.275
H 0.393 2.854 0.711
H 0.679 2.101 1.943
O 1.683 -2.970 -1.009
H -0.972 0.656 2.592
H 1.251 0.826 -0.605
O -2.075 -2.980 -1.716
H -1.894 -2.562 1.609
H 1.527 -0.389 4.121
O 1.936 1.633 -3.524
H 0.134 -0.812 -1.195
H -2.576 2.045 -1.141
O -3.561 -0.394 -1.305
H 2.578 1.356 -1.253
H -3.628 -1.368 -1.449
O 0.865 0.220 4.143
H 0.941 0.651 3.334
H -1.392 2.377 -0.378
O -2.025 2.829 -0.994
H -0.690 -0.099 1.314
H -1.387 -2.295 -1.112
O -0.993 -0.207 2.251
H -4.111 -0.271 -0.498
H 0.997 2.131 -3.612
```

The LUMO energy comes out at 2.8 eV. As for the HOMO energy: -6.690 eV. The total energy comes out at -27022.3564 eV. For the energy relative to the best compared isomer or geometry (same formula, charge and spin), the calculation gives 115.74 kcal per mole. The charge is -1. The calculation puts the orbital gap at 9.49 eV.

---

(2)
A structure of composition H26HeO13 in a non-equilibrium geometry. Source: the Open Molecules 2025 dataset; level of theory: wB97M-V/def2-TZVPD.

The geometry in XYZ format:
```
40
Properties=species:S:1:pos:R:3
He -0.608 -0.056 0.015
O -0.107 2.555 2.279
H -0.578 3.319 1.947
H -0.619 2.268 3.035
O 1.314 -0.615 -2.355
H 1.089 0.198 -2.807
H 0.485 -1.088 -2.284
O -3.106 -0.258 -1.186
H -2.914 -0.630 -0.325
H -3.177 0.684 -1.030
O 4.123 0.595 -0.807
H 4.235 -0.246 -0.365
H 3.189 0.786 -0.727
O 1.724 1.768 0.233
H 1.020 1.876 0.873
H 2.432 2.323 0.559
O -0.343 -0.482 3.418
H 0.553 -0.387 3.096
H -0.890 -0.380 2.638
O -1.025 -1.988 -2.510
H -1.130 -2.265 -3.421
H -1.787 -1.434 -2.339
O 2.230 -0.401 2.764
H 2.215 -0.822 1.904
H 2.744 -0.995 3.312
O -2.661 -1.734 1.274
H -2.015 -2.433 1.171
H -3.322 -2.102 1.859
O -2.731 2.366 -0.889
H -2.969 2.830 -1.691
H -1.812 2.592 -0.745
O -0.441 -3.718 0.633
H -0.515 -4.078 -0.251
H 0.079 -2.922 0.525
O 1.668 -1.865 0.433
H 2.263 -2.594 0.261
H 1.585 -1.420 -0.411
O -0.332 3.740 -2.456
H 0.286 4.199 -3.024
H -0.153 2.811 -2.606
```

The LUMO energy comes out at 0.1 eV. As for the HOMO energy: -10.394 eV. The total energy comes out at -27119.8874 eV. For the energy relative to the best compared isomer or geometry (same formula, charge and spin), the calculation gives 18.06 kcal per mole. The calculation puts the orbital gap at 10.47 eV.

---

(3)
A structure of composition H26NeO13 in a non-equilibrium geometry. Source: the Open Molecules 2025 dataset; level of theory: wB97M-V/def2-TZVPD.

The geometry in XYZ format:
```
40
Properties=species:S:1:pos:R:3
Ne 0.148 0.279 0.169
O 1.864 -2.239 0.990
H 2.697 -2.709 1.020
H 2.069 -1.366 1.326
O -2.226 -2.188 -2.504
H -1.434 -1.808 -2.123
H -1.903 -2.829 -3.138
O -3.180 0.481 -2.533
H -2.402 1.024 -2.662
H -2.898 -0.402 -2.769
O 0.392 -2.160 -1.241
H 0.916 -2.262 -0.447
H 0.200 -3.056 -1.518
O 2.880 -0.977 -2.287
H 2.165 -1.565 -2.041
H 2.575 -0.107 -2.028
O -0.943 -0.419 3.931
H -0.035 -0.137 3.813
H -1.235 0.038 4.719
O 2.063 1.722 -1.915
H 1.495 1.824 -2.679
H 2.924 2.013 -2.215
O -1.688 2.418 0.552
H -1.407 2.102 -0.306
H -1.814 1.623 1.071
O 2.932 0.479 1.531
H 2.517 1.269 1.184
H 2.566 0.382 2.410
O -0.114 -2.843 3.501
H -0.012 -2.770 2.552
H -0.739 -2.155 3.729
O 1.724 2.899 0.916
H 0.850 2.906 1.307
H 1.568 2.742 -0.016
O -3.107 0.235 1.939
H -3.120 -0.510 1.338
H -2.411 0.028 2.563
O -1.363 2.426 -2.424
H -1.861 3.212 -2.646
H -0.655 2.401 -3.069
```

The LUMO energy comes out at -0.4 eV. As for the HOMO energy: -10.417 eV. The total energy comes out at -30549.1597 eV. For the energy relative to the best compared isomer or geometry (same formula, charge and spin), the calculation gives 24.58 kcal per mole. The calculation puts the orbital gap at 10.06 eV.

---

(4)
A cluster of 13 separate species, H26O13 in total in a non-equilibrium geometry. Source: the Open Molecules 2025 dataset; level of theory: wB97M-V/def2-TZVPD.

The geometry in XYZ format:
```
39
Properties=species:S:1:pos:R:3
O 3.340 -0.401 0.412
H 3.204 -1.117 -0.194
H 2.671 -0.494 1.103
O -0.199 -2.321 3.156
H -0.866 -1.897 3.519
H -0.839 -2.952 2.900
O 1.798 0.244 2.353
H 1.642 -0.614 2.699
H 0.898 0.759 2.274
O 0.819 -0.672 -0.574
H 1.010 0.263 -0.308
H 0.466 -0.369 -1.397
O -3.112 -0.754 2.286
H -3.370 -0.433 1.432
H -2.140 -0.666 2.428
O 2.473 -0.081 -2.897
H 3.199 -0.645 -3.052
H 2.536 0.465 -2.180
O -2.138 -2.493 -0.307
H -1.993 -3.098 -1.070
H -2.216 -3.074 0.419
O -0.915 1.394 1.295
H -0.689 1.425 0.317
H -1.834 1.433 0.839
O -0.598 2.613 -1.760
H 0.176 3.106 -2.148
H -1.465 2.985 -1.919
O 1.027 3.904 -0.258
H 1.525 3.057 -0.457
H 0.289 3.440 0.219
O -0.706 -2.873 -2.230
H -1.011 -2.102 -2.572
H 0.166 -2.914 -2.530
O 2.445 1.619 -0.423
H 2.678 1.556 0.463
H 3.039 1.862 -1.063
O -3.632 0.135 -0.226
H -3.253 -0.467 -0.653
H -4.422 0.177 0.106
```

The LUMO energy comes out at 0.1 eV. As for the HOMO energy: -10.134 eV. The total energy comes out at -27035.3865 eV. For the energy relative to the best compared isomer or geometry (same formula, charge and spin), the calculation gives 151.29 kcal per mole. The calculation puts the orbital gap at 10.21 eV.